Formula: C81H175N9O11
Source: OMol25
Level of theory: ωB97M-V with the def2-TZVPD basis set

The calculation puts the HOMO energy at -8.13 eV. For the gap between HOMO and LUMO, the calculation gives 0.3155 hartree. For the LUMO energy, the calculation gives 0.5 eV. As for the SMILES: CC1(C)CCCC(C)(C)N1O.CC1(C)CCCC(C)(C)N1O.CC1(C)CCCC(C)(C)N1O.CC1(C)CCCC(C)(C)N1O.CC1(C)CCCC(C)(C)N1O.CC1(C)CCCC(C)(C)N1O.CC1(C)CCCC(C)(C)N1O.CC1(C)CCCC(C)(C)N1O.CC1(C)CCCC(C)(C)N1O.O.O. The total energy is -4511.16230 hartree. As for the energy relative to the best compared isomer or geometry (same formula, charge and spin): 375.4 kJ/mol.

```
276
Properties=species:S:1:pos:R:3:forces:R:3:lowdin_charge:R:1
O 4.1289 1.7232 1.4069 0.208 0.506 1.292 -0.058
H 4.4981 2.4169 2.0066 -0.574 -0.664 -0.654 0.030
H 4.4258 1.9832 0.5452 0.231 0.207 -0.807 0.026
O -1.9382 -2.9090 0.1551 -0.721 -0.202 -0.394 -0.079
H -2.8270 -3.3912 0.2529 1.274 0.855 0.071 0.028
H -1.3715 -3.0729 0.9184 -0.385 -0.174 -0.050 0.053
C 3.3887 -6.1847 2.8072 0.732 0.050 1.057 -0.038
C 4.0901 -4.8870 2.4025 -0.949 0.109 0.148 -0.530
C 3.6772 -4.4082 1.0234 -0.179 0.319 -1.831 -0.129
C 4.0117 -2.9152 0.8002 2.687 -0.766 0.950 -0.165
C 3.4278 -2.0453 1.8924 -0.962 -0.049 -0.445 -0.166
C 3.8554 -2.4546 3.2926 -0.097 -0.027 -0.051 -0.458
N 3.4955 -3.9375 3.3905 1.011 1.879 -0.141 -0.065
O 4.0480 -4.3064 4.6314 1.075 -0.371 0.548 -0.063
C 5.3613 -2.0823 3.5495 -1.361 0.318 0.483 -0.006
C 2.9653 -1.7290 4.3591 1.488 -0.579 0.567 -0.024
C 5.5928 -5.0900 2.4752 0.548 -1.287 0.490 -0.036
H 2.3134 -6.0543 2.8653 -0.154 -0.049 -0.381 0.084
H 3.7256 -6.3868 3.8488 -0.200 -0.191 -0.744 0.089
H 3.7010 -7.0079 2.1888 -0.137 -0.404 -0.380 0.076
H 4.1609 -5.0338 0.2019 -0.461 0.606 1.113 0.143
H 2.5880 -4.4913 0.8565 0.261 -0.254 0.321 0.116
H 3.7803 -2.5537 -0.1797 -0.584 0.043 -0.655 0.078
H 5.1698 -2.8106 0.8177 -1.617 -0.082 0.037 0.115
H 2.3424 -2.1463 1.9143 -0.196 -0.292 -0.306 0.093
H 3.5560 -1.0052 1.5898 0.459 0.245 0.680 0.106
H 6.0251 -2.7278 2.9723 0.057 0.296 0.408 0.046
H 5.4938 -1.0143 3.2326 -0.023 -0.875 0.306 0.089
H 5.4840 -2.1669 4.6527 0.570 -0.015 -0.859 0.087
H 3.2145 -0.6900 4.3126 -0.145 0.879 -0.531 0.029
H 1.8876 -1.8650 4.2054 0.333 -0.163 0.184 0.089
H 3.3351 -1.9364 5.4152 -0.827 -0.413 -1.183 0.100
H 5.9407 -5.0900 3.5117 -0.127 0.058 -0.052 0.089
H 6.1937 -4.3743 1.9389 -0.005 0.161 -0.357 0.032
H 5.8305 -6.1151 2.0979 -0.134 0.794 0.031 0.102
H 3.3256 -4.3664 5.2343 -0.939 -0.094 0.526 0.093
C 0.0207 3.5095 -10.0686 2.385 -0.222 0.952 -0.040
C -0.1033 2.4918 -8.9243 -1.219 -0.368 -0.642 -0.483
C 1.2791 1.8484 -8.6551 -1.015 -0.433 -0.497 -0.125
C 1.1141 0.9324 -7.4582 0.140 0.458 0.289 -0.185
C 0.7858 1.8107 -6.2693 0.513 -1.229 1.010 -0.161
C -0.5271 2.5186 -6.3908 -0.161 0.932 0.293 -0.498
N -0.5163 3.2370 -7.7092 0.167 -0.075 0.322 -0.073
O -1.8002 3.8463 -7.9099 -0.010 -0.117 -0.035 -0.035
C -1.6926 1.5683 -6.1577 -0.452 -0.210 -0.709 -0.022
C -0.5741 3.5799 -5.2690 0.099 0.257 0.464 -0.023
C -1.0993 1.3725 -9.4703 0.973 -0.037 0.767 -0.020
H -0.7965 4.1498 -10.1291 -1.767 0.770 -0.232 0.044
H 0.1585 2.9724 -11.0048 0.165 0.211 -0.095 0.085
H 0.8811 4.2035 -9.8435 -0.507 -0.826 -0.425 0.104
H 1.5682 1.3364 -9.6081 0.115 0.448 0.857 0.133
H 1.9577 2.6537 -8.3725 0.269 -0.072 -0.348 0.119
H 1.9742 0.4110 -7.1246 1.366 -0.561 -0.350 0.097
H 0.3816 0.1444 -7.6027 -0.352 0.096 -0.130 0.098
H 1.6011 2.5183 -6.0508 -0.162 -0.027 -0.436 0.132
H 0.7891 1.1430 -5.3706 -0.365 0.574 -0.438 0.119
H -2.6053 1.9354 -6.6041 -0.273 0.383 -0.078 0.087
H -1.5742 0.5772 -6.5502 0.442 -0.571 -0.501 0.062
H -1.8909 1.3977 -5.1198 -0.014 0.240 0.702 0.047
H -1.5968 3.6733 -4.8972 0.127 0.090 0.182 0.078
H 0.1222 3.3486 -4.4158 -0.784 -0.065 -0.750 0.087
H -0.2772 4.5605 -5.6360 0.115 0.028 -0.157 0.079
H -2.0674 1.7057 -9.8152 0.046 0.496 -0.376 0.080
H -1.3201 0.5459 -8.8172 -0.101 0.039 1.037 0.047
H -0.5353 0.8156 -10.2100 -0.110 0.343 -0.870 0.075
H -1.6570 4.8085 -7.9377 0.288 -0.595 0.105 0.109
C 0.6313 -0.1595 1.2273 0.739 -0.071 -0.164 -0.018
C 0.3002 0.8014 0.1352 -0.216 0.300 -0.627 -0.487
C 1.3505 0.7620 -0.9585 1.171 0.011 0.692 -0.152
C 0.9040 1.4872 -2.1654 0.848 -0.032 -3.120 -0.191
C -0.3528 0.8105 -2.7009 -0.132 -0.139 2.192 -0.126
C -1.5187 0.9229 -1.7159 0.766 1.117 -0.056 -0.496
N -0.9675 0.3303 -0.4792 -0.084 -0.373 -0.012 -0.056
O -1.9493 0.4146 0.5186 -0.773 0.359 0.593 -0.051
C -1.9516 2.3848 -1.5232 -0.096 0.101 -0.694 -0.023
C -2.7294 0.1449 -2.1773 -0.452 -1.170 -0.207 -0.023
C 0.2749 2.2222 0.6782 0.858 -0.299 0.525 -0.011
H 1.4520 0.1614 1.8350 0.732 0.670 0.243 0.067
H 0.9991 -1.0675 0.7774 -0.594 -0.760 0.062 0.075
H -0.1882 -0.2194 1.9000 -0.841 -0.718 0.477 0.073
H 2.2918 1.1851 -0.6118 0.002 0.370 0.482 0.114
H 1.6898 -0.2412 -1.2224 -0.630 -0.389 -0.023 0.118
H 1.6394 1.2352 -2.9975 -0.352 0.705 0.920 0.127
H 0.8900 2.5885 -2.0881 -0.159 -0.475 0.084 0.108
H -0.0541 -0.2300 -2.6000 -0.392 -0.475 -1.069 0.098
H -0.6704 1.1418 -3.6523 -0.023 0.065 -1.056 0.069
H -2.4449 2.4096 -0.5726 0.057 0.467 0.709 0.047
H -1.1352 3.1008 -1.6490 -0.092 -0.114 0.523 0.077
H -2.7079 2.7355 -2.2332 -0.025 -0.428 -0.267 0.088
H -2.4893 -0.9675 -2.2025 -0.505 1.316 -0.098 0.095
H -3.6232 0.3589 -1.5699 0.440 -0.356 0.378 0.076
H -3.0853 0.5255 -3.1499 0.608 -0.387 -0.048 0.084
H 1.2670 2.4086 1.1361 -0.685 -0.155 0.298 0.083
H -0.5774 2.4899 1.2873 -0.024 -0.258 0.524 0.077
H 0.2694 2.8747 -0.1361 -0.190 1.262 -1.264 0.041
H -2.2354 -0.4927 0.6415 0.033 -0.490 -0.017 0.060
C -2.9523 1.4458 4.0171 1.160 -0.705 0.599 -0.022
C -2.9807 0.6667 5.4061 0.238 0.180 -0.856 -0.489
C -2.3067 1.4307 6.5981 -2.291 -1.137 -0.453 -0.122
C -3.2472 2.4503 7.2440 0.932 -0.108 2.231 -0.188
C -4.5720 1.8445 7.7159 1.399 -3.141 -1.483 -0.132
C -5.2931 1.2730 6.4519 1.036 0.487 -1.351 -0.441
N -4.3095 0.1806 5.9159 -1.019 0.757 -0.938 -0.035
O -4.9455 -0.6242 4.8442 -0.026 1.525 0.151 -0.079
C -6.6117 0.6453 6.7935 0.739 1.098 0.095 -0.045
C -5.6771 2.4067 5.3876 -0.659 -0.276 1.479 -0.027
C -2.1000 -0.5748 5.1861 -0.461 -0.629 1.022 -0.064
H -3.5903 1.0973 3.1882 -0.172 -0.215 0.665 0.068
H -1.9196 1.1869 3.6352 -0.929 0.960 0.226 0.084
H -3.1275 2.5140 4.1269 0.437 -0.009 -0.034 0.044
H -2.1049 0.6447 7.3704 -0.037 0.632 -0.560 0.131
H -1.3779 1.8099 6.2467 0.788 0.618 -0.181 0.091
H -3.4501 3.3829 6.7357 0.186 0.090 -0.632 0.104
H -2.6980 2.7233 8.1701 -0.294 0.354 -0.353 0.113
H -5.1104 2.5052 8.3273 -1.146 1.111 0.387 0.095
H -4.3918 0.9122 8.3673 -0.002 1.299 -0.827 0.145
H -6.5597 0.1257 7.6910 0.194 -1.100 1.814 0.063
H -7.2594 1.4887 6.9496 -0.853 0.061 -0.110 0.088
H -6.9188 -0.0393 6.0587 -0.714 -0.543 -1.149 0.066
H -4.9438 2.8054 4.7457 1.330 0.385 -0.294 0.019
H -6.4172 2.0445 4.6839 -0.440 -0.303 0.107 0.058
H -6.1374 3.2783 5.9207 0.283 -0.770 -0.290 0.107
H -0.9909 -0.3896 5.1705 -1.132 0.091 -0.075 0.095
H -2.4264 -1.1576 4.3157 0.231 0.173 0.145 0.078
H -2.3813 -1.1302 6.0993 0.686 -0.484 -0.485 0.087
H -5.2691 -0.0181 4.1135 0.679 -0.522 1.172 0.090
C 4.0164 3.3129 6.4427 -1.538 0.260 -0.527 -0.028
C 3.9656 2.9942 4.9109 -0.633 0.051 1.588 -0.481
C 2.7707 2.0495 4.6138 1.111 0.957 0.262 -0.143
C 1.4541 2.7411 4.6713 -1.474 -0.595 -2.029 -0.179
C 1.4576 4.0214 3.7918 0.328 -0.936 0.275 -0.113
C 2.5972 4.9968 4.0983 0.455 -0.038 0.872 -0.528
N 3.8376 4.2101 4.0467 1.413 -1.554 -0.625 -0.085
O 5.1045 4.9400 4.0971 -1.811 0.196 1.213 -0.026
C 2.7043 6.0821 3.0289 0.799 0.214 -0.254 -0.034
C 2.3806 5.5832 5.5135 0.097 0.591 1.046 -0.027
C 5.1930 2.2199 4.5486 1.079 1.089 -0.719 -0.031
H 2.9773 3.4545 6.7621 0.312 0.248 0.206 0.066
H 4.5928 4.1834 6.7398 0.198 0.105 -0.174 0.071
H 4.3526 2.5070 7.0515 0.595 -0.974 0.096 0.075
H 2.8812 1.8602 3.5598 0.282 -0.727 -0.550 0.092
H 2.8735 1.0987 5.1800 -0.240 0.802 -0.205 0.126
H 0.9672 2.8434 5.6073 -0.111 0.296 1.183 0.084
H 0.8059 2.0436 4.0768 -0.080 0.495 0.714 0.114
H 0.5217 4.5531 3.9136 -0.292 0.122 -0.068 0.123
H 1.5005 3.5975 2.7801 0.212 0.747 -0.011 0.093
H 1.7832 6.6448 2.9147 -0.247 0.104 0.326 0.075
H 3.5450 6.8156 3.2623 -1.022 -1.083 -0.509 0.105
H 2.8379 5.5598 2.0579 0.387 0.490 0.489 0.093
H 1.9236 6.5972 5.4263 0.441 -0.650 0.320 0.092
H 1.7422 4.9656 6.2019 0.297 0.531 -0.982 0.084
H 3.3556 5.6071 6.0876 -1.117 0.663 -0.820 0.073
H 6.0296 2.3840 5.2364 -0.024 0.079 -0.441 0.100
H 5.4197 2.5257 3.5357 0.881 0.214 -0.035 0.066
H 5.0251 1.1857 4.4339 -0.405 -1.401 0.404 0.056
H 5.1228 5.3417 5.0027 0.152 -0.271 -0.828 0.094
C -5.0070 -1.5674 1.1309 -3.096 0.136 0.008 -0.011
C -5.5605 -2.8745 0.5627 -0.737 -0.356 -0.284 -0.502
C -5.9210 -2.6901 -0.9190 0.074 -0.196 -0.304 -0.126
C -6.3411 -4.0123 -1.6234 1.021 1.004 -0.929 -0.148
C -5.1833 -5.0209 -1.5176 -1.015 -0.650 -0.219 -0.124
C -4.7668 -5.2479 -0.0378 0.266 0.099 -0.600 -0.474
N -4.5186 -3.8938 0.5397 0.325 -0.449 1.587 -0.102
O -3.9558 -4.0067 1.8865 -0.570 -0.325 -0.426 -0.029
C -5.7811 -6.1553 0.6802 0.734 0.507 1.396 -0.028
C -3.4280 -5.9827 0.0542 -0.575 -1.577 -0.643 -0.029
C -6.8959 -3.2085 1.3670 -0.251 1.092 -1.677 -0.005
H -4.9922 -1.6208 2.2045 0.994 -0.040 0.498 0.068
H -5.8940 -0.9108 0.9943 0.552 0.179 -0.153 0.094
H -4.2050 -1.0971 0.6184 0.990 -0.024 -0.201 0.057
H -6.6570 -1.9006 -1.0117 -0.587 -0.040 0.083 0.114
H -5.0536 -2.2404 -1.4162 0.182 -0.382 -0.053 0.117
H -6.5506 -3.7789 -2.7113 0.093 -0.372 1.172 0.130
H -7.2234 -4.4257 -1.1744 -0.626 -0.108 0.133 0.087
H -4.3907 -4.6788 -2.1589 0.717 0.356 0.232 0.068
H -5.4659 -5.9975 -2.0050 0.077 0.697 0.799 0.140
H -6.7941 -5.8394 0.7357 -0.898 0.210 -0.752 0.048
H -5.7054 -7.1872 0.3679 -0.005 -0.141 -0.411 0.091
H -5.5255 -6.1658 1.7476 0.306 -0.116 -0.031 0.087
H -3.4137 -6.5857 0.9592 0.298 0.183 0.191 0.082
H -3.3848 -6.7133 -0.7673 -0.114 0.056 0.094 0.095
H -2.5227 -5.4241 -0.0379 0.333 0.781 0.081 0.066
H -6.8071 -3.3484 2.4379 0.163 0.124 0.195 0.077
H -7.4504 -4.0432 0.9347 0.308 -0.019 0.175 0.051
H -7.5679 -2.3269 1.1284 0.719 -0.822 0.747 0.106
H -4.6869 -4.0767 2.5303 0.133 -0.062 -0.421 0.098
C -1.3474 -2.5532 -5.2540 -0.647 1.195 -2.260 -0.051
C -1.2188 -3.8623 -4.5556 0.857 -1.456 1.198 -0.495
C -0.6847 -4.9847 -5.4282 -0.254 0.720 -0.858 -0.153
C 0.7177 -4.6697 -5.8905 -0.139 -1.689 -0.321 -0.186
C 1.6161 -4.8495 -4.6857 -0.824 3.579 0.186 -0.099
C 1.2559 -3.6982 -3.6113 -1.208 -1.210 -1.373 -0.467
N -0.2180 -3.8163 -3.4262 -0.862 0.672 1.238 -0.053
O -0.5369 -2.6682 -2.5938 -0.548 0.026 0.113 -0.093
C 1.8157 -4.0860 -2.2784 1.198 0.534 1.003 -0.045
C 1.7022 -2.2897 -4.1013 1.537 -1.423 1.578 0.001
C -2.5822 -4.2634 -3.9203 0.898 0.542 1.208 -0.026
H -2.2550 -2.4991 -5.8872 -0.243 -0.161 0.818 0.099
H -0.6481 -2.2833 -6.0810 0.315 -0.433 1.049 0.078
H -1.3612 -1.7683 -4.5089 -0.098 0.328 -0.040 0.072
H -0.7384 -5.9729 -5.0160 0.113 -0.404 0.996 0.118
H -1.3314 -5.0848 -6.2652 -0.774 0.215 -1.089 0.108
H 0.7272 -3.7075 -6.3844 0.424 0.245 0.087 0.095
H 1.0028 -5.4288 -6.6384 -0.010 0.320 0.010 0.119
H 2.6061 -4.6157 -4.9754 1.418 -0.339 -0.121 0.096
H 1.4771 -5.8359 -4.3245 0.125 -0.822 0.707 0.104
H 1.7353 -5.1495 -2.1337 -0.234 -0.439 0.200 0.080
H 2.8816 -3.8448 -2.1758 0.067 -0.031 -0.347 0.073
H 1.3642 -3.5570 -1.4278 -0.215 -0.141 -0.395 0.083
H 2.7648 -2.4308 -4.4140 -0.651 0.517 0.128 0.088
H 1.1040 -2.0088 -4.9162 -0.584 0.676 -1.059 0.034
H 1.6417 -1.5510 -3.2728 0.032 -0.467 -0.630 0.077
H -3.2981 -4.7574 -4.5716 0.142 0.061 -0.302 0.087
H -3.0258 -3.3637 -3.4838 -0.244 0.069 -0.281 0.069
H -2.3902 -4.8835 -3.0247 0.057 -0.135 -0.621 0.083
H -1.0340 -2.9253 -1.7817 0.447 -0.364 -0.569 0.074
C -5.7825 3.8117 -0.3075 -0.646 0.187 -1.209 -0.035
C -5.5877 4.0139 1.1903 1.195 0.847 -1.048 -0.527
C -4.1627 3.5858 1.4963 0.943 0.889 1.879 -0.151
C -3.0542 4.5062 0.9114 -2.368 1.173 1.123 -0.126
C -3.3071 5.9168 1.5954 -0.608 -2.257 0.533 -0.121
C -4.6796 6.4672 1.2933 -0.907 -0.502 -1.353 -0.548
N -5.7368 5.4444 1.6466 -0.165 -0.118 -0.169 -0.046
O -6.9938 5.8608 1.0596 0.238 0.160 0.198 -0.045
C -4.8705 7.7144 2.1266 0.381 0.332 0.599 -0.048
C -4.7451 6.9006 -0.1552 0.140 1.077 -1.710 -0.052
C -6.5868 3.1660 1.9314 0.415 -1.120 1.649 -0.032
H -6.8081 4.0656 -0.5849 0.100 0.583 -0.013 0.081
H -5.8005 2.7455 -0.5752 0.692 0.076 0.273 0.092
H -5.0757 4.3769 -0.9636 -0.656 -0.698 0.585 0.075
H -3.9866 3.5194 2.6199 -0.410 0.213 -1.259 0.106
H -4.0747 2.5927 1.1395 0.297 -1.170 -0.447 0.089
H -3.1688 4.4721 -0.1841 0.713 0.401 0.507 0.088
H -2.1190 4.2007 1.3108 1.022 -0.643 -0.358 0.081
H -2.5774 6.6632 1.3360 0.440 0.212 -0.007 0.110
H -3.3189 5.7082 2.7080 0.494 0.360 -0.973 0.137
H -5.5640 8.4681 1.7462 -0.393 -0.460 0.011 0.085
H -5.1107 7.3959 3.1474 0.006 0.404 -0.048 0.091
H -3.9045 8.2408 2.1100 -0.198 -0.108 0.318 0.087
H -4.1058 7.7893 -0.3214 -0.246 -0.186 0.347 0.096
H -4.4020 6.2331 -0.9408 0.252 -0.567 0.378 0.062
H -5.7417 7.1809 -0.5151 0.030 0.026 0.549 0.087
H -7.5067 2.9408 1.4048 0.097 -0.223 -0.468 0.077
H -6.9052 3.8345 2.7273 -0.038 -0.499 0.688 0.079
H -6.1043 2.1821 2.3612 -0.996 1.887 -0.849 0.110
H -7.4201 6.4068 1.7295 0.124 -0.115 0.150 0.102
C 8.2904 -2.6294 0.4599 -0.715 -2.265 1.191 -0.041
C 8.4182 -2.3352 -1.0257 -0.258 -0.909 1.027 -0.552
C 8.5519 -3.6489 -1.7968 0.146 -0.624 -0.991 -0.109
C 8.3456 -3.5127 -3.3260 -0.181 -0.765 0.759 -0.199
C 7.0149 -2.9030 -3.5983 -1.679 1.098 -0.684 -0.137
C 6.7677 -1.5357 -2.8248 0.074 -1.106 0.085 -0.471
N 7.1300 -1.7559 -1.3713 -1.209 0.419 -0.602 -0.059
O 7.0758 -0.4654 -0.7505 -0.472 0.206 0.452 -0.066
C 7.6031 -0.3984 -3.3429 1.276 -0.443 0.914 -0.027
C 5.2820 -1.2076 -2.8787 0.624 -1.550 -0.263 -0.030
C 9.6135 -1.4537 -1.1972 1.267 -0.304 -1.604 -0.035
H 7.5258 -3.4419 0.6202 0.431 0.912 -0.237 0.077
H 7.9934 -1.7770 1.0261 -0.415 0.807 0.230 0.065
H 9.1467 -3.0059 1.0421 0.343 0.087 -0.891 0.095
H 9.5319 -4.0746 -1.5501 -0.111 -0.006 -0.135 0.126
H 7.7952 -4.4042 -1.5363 0.092 0.413 0.628 0.122
H 8.3479 -4.4923 -3.8311 0.358 0.184 0.353 0.120
H 9.0730 -2.9056 -3.7966 1.149 0.546 -0.414 0.085
H 6.1907 -3.6162 -3.3459 0.542 0.531 0.079 0.121
H 6.9020 -2.7309 -4.7193 0.058 0.073 1.305 0.141
H 8.6256 -0.7732 -3.4188 -0.030 0.496 -0.125 0.065
H 7.3424 -0.0201 -4.2764 -0.800 0.368 -1.832 0.066
H 7.5732 0.4399 -2.6505 0.123 -0.079 0.034 0.091
H 4.9433 -1.0245 -3.8842 0.022 0.183 -0.524 0.081
H 4.7469 -2.0853 -2.5194 -0.279 0.117 0.235 0.065
H 5.0965 -0.3671 -2.2805 -0.518 1.200 0.876 0.060
H 9.9011 -1.5002 -2.2663 0.186 0.566 0.653 0.079
H 10.4704 -1.8114 -0.6447 0.183 -0.558 0.198 0.085
H 9.4924 -0.4555 -0.8363 -0.482 0.720 -0.158 0.084
H 6.4725 -0.5389 0.0100 0.160 -0.299 -0.491 0.103
```
Forces are in eV/Å.